No. 1
60
Properties=species:S:1:pos:R:3:forces:R:3 method="wB97M-V/def2-TZVPD" fmax_ev_per_a=0.235 de_lowest_kj_mol=0.0 e_homo_ev=-2.72 charge=-2
Tl 1.027 1.131 -0.840 -0.10 -0.06 0.05
P -0.556 -1.776 -1.197 0.10 -0.02 0.01
P 1.455 -1.236 -3.553 -0.10 0.12 0.00
Si 0.265 -1.215 3.146 0.04 -0.02 -0.03
F 3.579 -2.152 0.268 0.01 -0.02 -0.01
O -1.670 -2.747 -0.947 -0.05 0.02 -0.01
O 2.393 -2.218 -2.715 -0.02 -0.02 0.15
O 1.532 0.188 -3.041 0.01 -0.02 -0.02
O 1.608 -1.455 -5.021 0.01 -0.03 0.01
O -0.927 -0.286 -1.006 0.06 -0.03 -0.03
O -0.601 4.287 0.015 -0.10 -0.04 -0.18
O -2.177 1.845 -3.505 0.03 0.00 -0.01
O 0.804 -2.098 -0.561 -0.01 0.07 -0.05
N -1.154 -0.783 -3.634 0.00 0.11 -0.02
N -1.005 2.856 -1.775 -0.02 0.12 0.11
N 1.631 -1.559 2.113 0.10 0.02 0.13
C 3.961 -1.837 1.517 -0.04 0.01 -0.03
C -4.648 5.738 -1.248 0.00 0.01 0.02
C 3.428 -1.212 3.736 0.04 -0.01 0.05
C 5.303 -1.830 1.807 0.04 0.02 0.05
C 5.735 -1.509 3.092 0.00 -0.02 -0.05
C 0.226 -2.417 4.604 0.01 0.01 -0.01
C 4.783 -1.201 4.047 -0.03 0.01 0.03
C -3.131 3.706 -2.303 0.00 0.00 -0.01
C -1.294 3.873 -0.904 0.15 -0.01 0.08
C -2.053 2.683 -2.615 -0.03 -0.06 0.00
C 0.363 0.534 3.827 0.02 0.01 -0.02
C -2.661 4.445 -1.239 0.01 -0.01 0.00
C -4.364 3.955 -2.867 0.00 0.00 0.00
C -1.288 -1.436 2.171 -0.04 -0.02 -0.08
C -0.558 -3.173 -3.672 0.00 0.00 -0.02
C 2.957 -1.532 2.454 0.05 0.03 0.08
C -3.399 5.469 -0.687 0.00 0.00 0.00
C -0.231 -1.824 -3.058 0.04 -0.04 0.03
C -5.123 4.992 -2.323 -0.01 -0.01 -0.01
H -1.569 -3.481 -3.391 0.00 0.00 0.00
H -1.390 -0.708 1.361 0.03 0.02 0.05
H 0.129 -3.916 -3.269 0.00 0.00 0.00
H -2.116 -1.116 -3.667 -0.01 -0.01 0.05
H 6.791 -1.498 3.330 0.00 0.00 -0.01
H 1.431 -1.779 1.126 -0.15 -0.05 -0.17
H -0.432 -3.154 -4.758 0.01 0.00 0.00
H 2.715 -0.962 4.510 0.00 -0.01 -0.02
H 5.995 -2.074 1.011 0.00 0.00 0.00
H 0.330 1.248 3.001 0.00 0.00 -0.01
H -3.017 6.036 0.153 0.00 0.00 0.00
H -1.329 -2.414 1.686 -0.02 0.00 0.02
H 5.087 -0.942 5.055 0.00 0.00 0.00
H 1.111 -2.380 5.242 0.00 0.02 -0.02
H -5.261 6.535 -0.843 0.00 0.00 0.00
H 0.128 -3.439 4.229 -0.01 0.00 -0.01
H -4.723 3.362 -3.699 0.00 0.00 0.00
H -0.488 0.739 4.482 -0.01 -0.01 0.00
H -6.099 5.220 -2.736 0.00 0.00 0.00
H -2.152 -1.337 2.837 -0.01 -0.01 -0.01
H 1.278 0.721 4.391 -0.01 0.02 0.01
H 2.029 -2.226 -1.782 0.00 -0.04 -0.09
H -1.155 0.046 -3.015 -0.03 0.01 0.02
H -0.858 -0.481 -4.564 0.01 -0.06 -0.01
H -0.647 -2.202 5.226 0.00 -0.01 0.00



No. 2
274
Properties=species:S:1:pos:R:3:forces:R:3 method="wB97M-V/def2-TZVPD" fmax_ev_per_a=4.575 de_lowest_kj_mol=0.0 e_homo_ev=-8.55
P 4.373 3.567 -0.258 0.36 2.15 0.89
P 2.416 -0.768 -7.246 1.25 1.45 0.20
P -0.859 -0.944 -1.348 0.00 0.66 -1.37
P 4.130 3.666 6.016 1.23 -0.37 0.19
P -6.488 2.750 -2.814 1.62 -1.11 1.91
P -0.399 -6.668 2.200 -0.78 0.79 0.19
F 2.919 -3.001 0.309 -0.37 -0.06 0.65
F 4.507 -7.621 -1.137 0.87 -1.08 -0.72
F -1.353 2.417 -1.227 2.53 -0.66 1.27
F 4.227 -2.288 -2.440 0.59 0.19 0.03
F -2.640 -1.684 7.803 -0.37 -0.53 0.10
F 2.146 6.909 -2.668 -0.59 0.03 -0.22
F -2.104 1.754 6.433 0.33 0.97 0.52
F -7.037 -1.194 -2.380 0.23 -0.25 -0.24
F 0.850 4.389 3.191 0.78 -0.46 0.23
F -5.742 -0.256 1.718 0.06 -0.19 0.30
O 8.197 -0.751 -3.011 -1.49 -1.12 -0.71
O -1.814 -1.836 4.928 0.46 0.11 -0.02
O -5.772 -3.063 5.379 0.15 0.29 -0.40
O -2.519 4.083 -1.949 -0.84 0.81 -1.06
O 3.328 -7.620 0.744 -0.24 -0.11 0.35
O 3.716 -6.816 2.834 0.32 0.03 -2.20
O 3.507 -0.749 -6.230 -0.10 -0.17 0.15
O 4.791 4.526 5.022 -0.26 0.52 -0.55
O 1.350 4.325 -4.191 0.03 -0.03 -0.69
O 5.902 -0.769 -2.939 0.24 -0.59 -0.51
O 3.176 -1.849 2.229 -1.07 0.05 0.62
O -2.398 2.989 1.727 0.36 0.11 -0.04
O -9.320 1.571 2.654 -1.31 1.49 -0.04
O -5.338 -2.104 -1.194 -0.78 1.63 0.35
O -3.803 -4.024 5.819 2.17 -0.44 0.44
O -5.418 1.674 -3.028 -1.59 1.62 0.19
O -4.296 -4.049 -1.412 -0.13 -0.15 -0.04
O -7.189 0.864 2.937 -0.58 1.26 0.78
O 0.827 -6.115 1.577 -0.09 -0.46 -0.71
O 1.602 -0.889 3.541 -0.15 0.96 0.37
O -0.130 2.837 1.921 -1.05 0.88 -0.42
O -2.288 5.642 -3.616 -0.13 1.01 0.51
O -4.554 -2.675 -3.168 0.07 -0.47 -0.48
O -1.188 0.365 5.060 1.19 -1.90 -0.87
O -1.993 3.513 -4.067 -0.63 -0.96 0.69
O -8.770 -0.612 2.534 -2.04 0.58 -0.40
O -3.328 -0.183 4.719 0.68 -0.04 -0.39
O 2.891 3.652 -0.548 1.08 -0.22 0.63
O -1.944 -0.764 -2.378 0.92 -0.18 0.56
O -4.652 -2.601 7.297 -0.29 0.16 -0.32
O 6.958 -2.307 -4.178 1.34 0.55 0.19
O -1.133 4.725 1.190 0.67 1.41 -0.67
O 1.032 6.460 -4.587 -0.41 1.74 0.41
O 1.520 -3.059 3.154 0.83 -1.34 -0.56
O 4.109 -5.536 0.988 -1.09 -1.35 -0.96
O 1.817 5.229 -6.238 -0.09 -0.71 -0.22
N 3.772 4.566 7.371 0.04 0.38 2.23
N -1.372 -5.478 2.863 -0.62 -1.32 -1.99
N 4.994 2.208 0.401 -0.87 -0.31 0.16
N 2.751 2.855 5.690 -0.88 -0.54 -0.58
N 5.274 3.943 -1.587 -1.56 -0.83 -1.05
N -6.624 3.784 -4.035 1.51 2.41 -1.56
N 5.212 2.397 6.318 0.61 0.41 -0.17
N 4.863 4.563 0.984 -1.13 0.68 -0.84
N -1.309 -7.570 1.105 0.94 0.91 -0.02
N 2.953 -1.725 -8.485 -0.49 -0.08 -1.61
N 2.064 0.789 -7.849 -0.50 -0.31 0.47
N 0.410 0.111 -1.662 -1.65 -1.33 -0.05
N -1.454 -0.691 0.143 1.38 -0.91 0.59
N -6.112 3.579 -1.375 -0.06 0.70 0.27
N -8.060 2.248 -2.697 1.11 0.41 1.00
N 0.981 -1.292 -6.617 -1.63 0.67 -0.80
N -0.162 -2.441 -1.204 1.21 -0.14 -0.40
N -0.026 -7.638 3.455 0.18 -1.94 1.47
C -0.880 -7.417 -0.278 2.55 -0.25 -0.59
C -1.872 1.525 5.105 -1.95 1.28 -0.66
C -0.331 -0.634 -7.045 0.14 -1.72 -1.25
C 4.427 5.858 7.750 0.14 -0.93 -0.82
C -8.477 1.644 -1.434 0.43 1.18 -0.74
C 1.979 1.851 -6.781 -0.86 -3.33 1.12
C -4.789 -3.204 6.026 -1.04 0.61 1.93
C 3.958 5.534 1.509 -0.28 0.85 0.34
C 2.445 -4.017 2.517 1.17 1.52 1.27
C -2.054 -0.678 4.888 -1.53 0.73 0.25
C -2.292 4.517 -3.253 0.20 -0.27 0.39
C 3.299 -3.100 1.649 1.91 -0.26 -0.13
C -4.738 -1.250 -3.237 -0.79 -0.67 1.01
C 1.425 5.303 -5.122 0.43 -0.35 0.27
C 3.607 -5.643 -0.413 -1.35 1.24 1.45
C 0.799 -8.860 3.170 0.64 1.91 1.97
C 0.910 4.883 -2.956 2.16 0.36 0.83
C 6.645 2.760 6.266 1.19 -1.90 0.24
C -6.530 -0.324 2.863 0.85 -1.62 -0.23
C 2.099 -2.315 -9.531 -1.46 0.31 0.91
C 4.169 1.912 1.599 -0.40 -0.66 -0.15
C -7.643 -1.381 2.699 2.43 -0.13 -0.20
C 0.275 4.897 0.957 1.23 -1.40 -0.25
C -2.659 -0.038 0.423 -3.01 0.10 -1.30
C 3.728 -6.678 1.630 -0.09 0.47 1.87
C -0.843 -1.081 1.413 -0.53 1.89 0.18
C -5.678 2.872 -0.160 1.23 -0.26 0.31
C -5.694 -1.048 -2.070 0.01 0.63 -0.07
C -2.371 2.288 -3.382 -0.61 0.08 0.41
C -8.542 0.713 2.708 2.12 -2.34 -0.15
C 4.943 1.212 7.141 -0.94 0.89 -1.33
C 0.860 3.817 1.945 -0.11 1.62 -2.11
C 0.832 0.306 -3.035 0.99 1.89 0.49
C 5.430 1.150 -0.509 -3.08 -2.09 2.66
C 0.898 -2.911 -2.133 -1.94 -0.32 0.71
C -7.780 4.633 -4.443 0.87 -2.28 -0.67
C 1.214 0.552 -0.540 0.45 0.70 -1.50
C 6.116 4.527 1.641 1.01 -1.79 -0.31
C -6.492 5.007 -1.086 0.07 -1.30 0.32
C -1.000 -3.465 -0.712 -4.16 -0.30 1.02
C 3.385 -7.141 -0.560 1.41 1.14 0.35
C -3.413 -2.840 7.871 0.81 -0.10 -2.81
C 5.594 -2.486 -4.425 -1.54 -0.44 -0.27
C 7.167 -1.260 -3.361 -0.55 1.13 0.79
C -8.595 1.676 -3.881 -0.80 -0.59 -0.41
C 0.918 -2.699 -6.195 -1.19 0.12 1.40
C 4.532 3.577 -2.798 -0.41 -0.84 -1.38
C -4.698 -3.030 -1.892 0.77 -1.43 -0.36
C 2.704 1.663 4.808 1.69 0.42 0.12
C -2.826 -3.946 6.920 0.64 0.36 0.07
C -1.925 -8.817 1.486 -1.68 0.64 1.11
C 2.042 -1.865 3.041 0.54 0.74 -0.50
C 6.294 4.958 -1.744 0.62 -0.33 1.04
C -0.888 -4.714 3.947 2.04 -0.81 0.89
C 4.862 -1.574 -3.463 0.67 -0.70 0.84
C -3.234 1.239 4.477 0.43 -0.39 0.62
C 1.406 3.232 6.131 0.11 1.24 0.14
C 2.877 1.392 -8.902 1.09 -0.32 -0.49
C -1.330 3.513 1.586 -0.54 -2.34 1.21
C -5.373 4.285 -4.710 -1.81 0.17 -1.30
C 3.581 3.828 8.648 -0.07 -0.41 -1.54
C -0.703 -7.746 4.764 -0.98 1.76 -0.76
C 4.361 -1.916 -8.800 0.30 0.34 0.03
C -2.450 2.686 -1.900 -2.18 -0.87 -0.62
C -2.765 -5.281 2.494 -0.20 0.39 0.30
C 0.967 6.407 -3.201 -0.37 -1.30 0.48
H 2.618 -5.123 -0.516 0.86 -0.36 0.53
H 0.029 0.051 -3.713 -0.20 0.01 -0.13
H 7.319 1.865 5.962 -1.37 1.12 0.30
H 7.103 3.088 7.213 -0.54 -0.13 0.27
H -3.211 -6.127 1.967 0.40 0.22 -0.33
H -2.214 -8.780 2.594 0.77 -0.29 -1.47
H 6.129 1.545 -1.155 1.28 0.57 -1.68
H 3.889 2.811 2.159 -0.06 0.15 -0.64
H -1.595 -7.657 -1.063 -0.47 0.05 0.43
H -3.777 -0.881 -2.932 0.34 0.91 -0.34
H 1.877 -4.742 2.015 -0.65 -0.77 -0.59
H 4.237 6.623 1.427 -0.01 -0.96 -0.34
H 3.263 1.330 1.364 0.15 0.19 -0.06
H 4.061 -1.054 -3.950 -0.07 0.86 -0.16
H 1.638 1.533 -0.883 0.25 -0.85 0.78
H -5.777 4.584 -5.728 0.98 -0.37 0.90
H -8.183 0.622 -1.329 0.35 -0.72 0.19
H 6.651 3.602 1.411 0.14 0.28 -0.69
H 1.624 4.562 -2.165 -0.18 0.39 -0.48
H 3.920 0.838 7.047 0.08 0.15 -0.44
H 2.245 -2.030 -10.588 0.26 0.81 0.52
H 5.878 0.409 0.166 0.21 -0.13 -0.54
H 6.714 5.088 -0.736 0.48 -0.12 -0.61
H 6.105 4.426 2.701 -0.85 0.55 1.18
H 2.336 2.301 -9.261 0.71 -0.62 0.26
H 0.524 4.494 -0.061 -0.25 0.75 0.70
H -2.854 -4.923 7.437 0.18 0.41 -0.41
H 4.203 4.476 -3.337 -0.25 -0.10 0.19
H 4.558 3.509 9.019 -0.13 0.16 0.46
H -7.644 -1.971 3.587 -0.54 -0.40 0.81
H 2.380 -3.363 -9.545 -0.64 -0.51 0.12
H -1.287 -6.816 4.971 0.65 -0.72 -0.24
H 0.208 -9.731 3.364 -0.33 -0.68 -0.06
H 1.865 2.750 -7.267 0.21 2.19 -0.82
H 6.877 3.551 5.587 -0.42 0.40 -0.68
H 5.626 0.443 6.865 0.54 -0.67 -0.10
H -2.906 -8.845 0.982 0.31 -0.40 -0.03
H 1.106 1.407 -3.126 -0.41 -1.03 -0.28
H 0.121 -1.482 1.268 0.88 -0.91 -0.16
H -4.759 3.343 0.308 -0.88 -0.17 -0.68
H -5.924 5.364 -0.201 -0.32 -0.37 -0.56
H -4.619 3.513 -4.842 -0.10 -0.01 0.18
H 3.850 1.626 -8.402 -0.40 0.48 -0.84
H 0.162 -5.067 4.086 -0.61 0.54 0.35
H 0.073 -8.064 -0.516 -1.57 0.76 0.47
H 3.012 5.332 1.036 -0.47 0.51 -0.13
H 0.045 -2.972 -5.557 -0.01 0.95 -0.63
H 5.355 5.695 8.378 -1.10 0.09 -0.35
H 1.673 -8.832 3.889 -0.80 -0.22 -0.91
H -1.469 -8.512 4.809 0.09 -0.67 -0.17
H 0.992 -2.117 -9.263 1.73 -0.67 -0.48
H -0.017 4.480 -2.676 -1.44 -0.25 0.05
H -3.289 -5.247 3.437 -0.59 0.33 0.35
H 4.390 -3.360 1.625 -1.18 0.19 0.08
H 0.436 -3.341 -3.006 -0.37 -0.35 -0.60
H -8.083 2.077 -4.737 -0.13 0.31 -0.46
H -3.408 1.992 -3.653 0.87 -0.09 -0.26
H -2.496 0.759 1.123 -0.12 0.50 0.42
H -5.101 -0.947 -4.203 -0.08 0.09 -0.19
H 0.596 0.721 0.326 -0.22 0.16 0.26
H 3.639 2.856 -2.697 1.39 1.37 0.45
H 4.516 0.629 -0.976 1.44 0.69 0.13
H 1.738 -0.233 -3.354 -0.09 -0.14 0.23
H -8.059 4.299 -5.464 0.12 0.46 0.33
H -9.525 1.721 -1.436 -1.58 -0.19 0.28
H 3.646 6.448 8.278 0.85 -0.11 -0.34
H -7.561 5.098 -0.888 -0.10 0.00 0.21
H -1.985 -3.670 -1.303 1.69 0.45 0.46
H 7.049 4.670 -2.499 -0.24 -0.13 0.58
H 5.352 -3.555 -4.302 -0.03 0.53 -0.01
H 5.184 3.046 -3.495 0.30 0.03 -0.03
H 4.667 1.388 2.386 0.97 -0.86 0.10
H 4.332 -5.060 -0.979 0.01 -0.85 -0.51
H -0.496 -6.381 -0.412 -0.58 -0.79 -0.04
H 1.034 1.717 -6.209 0.71 -0.10 -0.04
H 5.238 -2.109 -5.390 0.72 -0.34 -0.33
H 4.988 -1.580 -7.973 -0.10 -0.29 -0.05
H 5.030 1.475 8.144 0.55 0.07 2.05
H -3.376 -0.792 0.839 0.23 0.73 -0.07
H -3.462 -3.120 8.892 -0.32 -0.17 0.93
H -1.429 -4.922 4.861 -0.29 -0.13 0.32
H -6.267 5.666 -1.900 0.28 0.21 -0.65
H 1.345 3.011 7.215 -0.48 0.55 -0.50
H -1.430 -3.199 0.315 0.86 -0.54 -1.17
H 4.773 6.296 6.816 -0.21 0.49 0.10
H 3.865 5.330 2.564 -0.24 0.11 0.71
H -7.402 -2.070 1.872 -0.43 0.57 -0.04
H -1.337 -9.693 1.217 0.08 -0.13 0.18
H 1.681 -2.989 -5.488 0.95 0.29 -0.25
H -8.392 0.616 -3.919 -0.31 -0.63 0.02
H -0.674 -0.108 1.944 -0.11 -0.84 0.14
H -4.959 5.200 -4.272 -0.05 -0.28 0.25
H -1.768 -3.676 6.540 -2.00 -0.42 0.50
H -2.940 -4.320 1.956 0.12 -0.70 0.18
H 0.873 -3.391 -7.006 0.24 -0.49 -0.86
H -3.163 0.392 -0.501 0.75 -0.66 1.07
H -7.536 5.672 -4.453 0.12 0.70 0.24
H -8.586 4.364 -3.815 -0.96 0.26 0.75
H -3.980 1.789 5.059 -0.09 -0.33 -0.38
H -0.523 -4.410 -0.658 0.81 -0.69 0.25
H 2.856 1.750 -6.117 -0.37 0.52 -0.21
H -5.868 -0.575 3.736 -0.43 0.74 -0.83
H 1.131 4.310 5.855 0.43 -1.47 0.70
H -0.823 -0.035 -6.315 -0.05 0.09 1.36
H 1.169 -8.821 2.173 0.32 -0.09 -0.79
H -6.427 2.847 0.676 0.30 -0.21 -0.91
H -5.605 -0.053 -1.636 0.16 -0.42 0.33
H -0.014 -7.861 5.588 0.45 -0.20 0.02
H -0.850 -3.655 3.861 -0.17 0.87 -0.69
H 2.054 0.942 5.306 0.26 -0.26 -0.37
H 3.771 1.298 4.692 -1.42 0.08 0.10
H 1.356 -2.029 -2.455 1.59 0.86 -0.37
H 4.546 -2.948 -9.087 -0.02 -0.46 0.57
H -1.419 2.367 4.560 0.57 -0.30 0.78
H 3.135 0.766 -9.806 -0.66 0.23 1.10
H -1.046 -1.456 -7.347 0.72 0.87 0.27
H 5.968 5.954 -2.006 -0.80 0.27 -0.38
H -3.281 2.126 -1.322 0.84 1.64 -1.20
H 2.321 1.896 3.799 -0.05 -0.04 0.46
H 2.999 2.955 8.425 -0.17 -0.77 0.03
H -3.248 1.458 3.411 -0.17 -0.05 0.01
H 3.092 -4.477 3.313 -0.70 0.42 -0.74
H -0.245 0.085 -7.882 0.55 -0.81 0.19
H 0.638 5.930 1.116 -0.55 -0.70 0.03
H 1.825 3.460 1.498 -0.63 0.06 1.29
H -8.118 2.297 -0.656 0.15 -0.20 0.51
H 0.093 6.954 -2.804 0.66 0.00 -0.36
H -5.326 1.852 -0.454 -0.67 0.60 0.44
H -1.518 -1.711 2.020 0.35 0.04 -0.29
H 2.538 -7.489 -1.110 -0.65 -0.02 -0.31
H 0.702 2.581 5.613 0.02 0.10 0.07
H 4.701 -1.400 -9.703 -0.34 0.57 -0.01
H -1.584 1.576 -3.546 -0.09 -0.53 -0.12
H 1.934 -0.234 -0.315 0.69 0.33 0.28
H 6.672 5.377 1.354 1.09 1.02 -0.06
H 1.529 -3.704 -1.714 0.05 0.71 0.29
H 2.979 4.368 9.367 0.24 0.52 0.18
H -9.675 1.888 -3.919 0.25 -0.25 -0.26



Values of total energy, in order: -74837.791, -254129.020, all in eV.